87
Properties=species:S:1:pos:R:3:forces:R:3 method="wB97M-V/def2-TZVPD" spin_multiplicity=3 mol_weight_g_mol=913.83 homo_energy_ev="-5.3 / -7.6" e_lumo_ev="0.129 / -2.623" total_energy_ha=-3283.8508 s_squared=2.015
Pt -1.14369 0.06220 0.06692 -2.6 -0.4 1.5
S -2.54817 1.61836 1.38770 1.4 0.1 0.9
P -0.27091 -1.64453 -1.16277 0.6 2.0 -0.2
P 0.64810 1.46528 0.05958 0.3 -0.6 -1.8
F -5.08908 0.79611 2.73778 -0.2 0.3 -0.8
F -5.89541 3.29306 -2.08339 0.0 -0.5 0.5
F -8.02438 2.22410 -0.69248 0.5 0.0 0.2
F -7.62350 1.06562 1.75790 0.7 0.2 -0.6
F -3.38067 2.94162 -1.17637 -0.7 -0.3 0.3
C -2.96993 -0.86795 -0.36526 -0.9 -0.1 -1.0
C 1.47727 0.57359 -1.26232 -0.1 1.5 0.8
C 3.37498 -1.71966 -0.47179 0.4 -0.5 -0.1
C -1.47504 -1.08052 -3.59395 0.1 -0.4 0.0
C 0.63249 3.15713 -0.59443 0.1 0.0 0.1
C -5.27086 1.36499 1.52313 0.6 0.2 -0.2
C 1.74055 3.78600 -1.19551 -0.4 0.1 0.2
C -1.98715 -2.71975 -5.29696 0.0 0.0 0.2
C 1.21560 1.90918 4.68417 -0.1 0.0 -0.2
C 2.91005 -2.19445 0.68618 0.6 -0.5 -0.2
C 0.49273 -4.28318 -0.34101 -0.1 0.3 0.5
C 1.28062 2.89614 2.47185 0.0 -0.4 -0.2
C -6.77210 2.09431 -0.21411 -0.2 0.1 -0.1
C 1.52023 2.98373 3.84249 -0.1 -0.2 0.1
C 4.61255 -0.86222 -0.59997 0.6 -0.3 -0.3
C -0.35005 -5.34211 1.67275 0.0 0.2 -0.1
C 0.82164 1.68844 1.90903 -0.7 0.2 0.7
C 0.59863 0.77327 4.15776 -0.1 0.1 -0.2
C 3.75343 -2.24843 1.93840 -0.1 0.1 0.5
C 1.08999 -0.64047 -1.78830 -0.6 -1.7 -0.5
C -4.14187 1.83165 0.79143 -1.5 -0.4 -0.7
C 4.31646 -0.88209 2.38313 0.3 -0.3 0.1
C 3.51479 0.96146 0.87171 0.7 0.4 0.7
C -1.70100 -3.75111 -4.39543 0.0 0.2 -0.3
C -1.25454 -4.29271 1.83807 0.1 -0.1 -0.1
C 0.53948 -5.32111 0.59300 -0.2 0.0 -0.1
C -0.73769 5.10506 -1.01472 0.4 0.1 -0.1
C 1.60464 5.09934 -1.64203 -0.1 -0.1 0.0
C 0.37226 5.75448 -1.55609 -0.1 -0.1 0.0
C 4.45217 0.65053 -0.25646 0.4 -0.1 -0.3
C -0.31125 -3.15006 -0.09467 0.2 -0.7 -0.2
C -6.56412 1.48638 1.02670 -0.1 0.1 0.2
C -1.08066 -2.11668 -2.72619 -0.3 -0.3 0.0
C 3.42119 0.25898 2.00887 0.5 0.8 0.2
C -1.91889 -1.38663 -4.88054 0.1 -0.1 0.2
C -0.59581 3.81704 -0.51864 0.1 0.0 0.1
C -1.25240 -3.45893 -3.10814 0.0 0.5 -0.1
C -5.69417 2.60261 -0.94100 -0.2 0.2 0.0
C -1.20246 -3.18606 0.99391 0.2 0.1 -0.2
C 0.39050 0.66893 2.78536 0.2 0.2 -0.3
C -4.41032 2.45001 -0.44627 0.3 -0.1 0.4
H 1.93661 3.89700 4.26637 -0.1 -0.2 -0.2
H 3.07060 1.96304 0.81832 -0.1 -0.6 0.0
H -1.70925 5.59006 -0.97378 0.2 0.0 0.0
H 5.32138 -0.72294 1.96449 -0.3 -0.1 0.1
H 5.43148 -1.27112 0.01527 -0.3 0.0 -0.2
H -1.02757 -4.26482 -2.41141 0.0 0.2 -0.2
H -3.49267 -0.93971 0.59686 0.2 0.0 -0.2
H 1.44166 3.76706 1.83863 0.2 -0.2 0.1
H -1.43599 3.29717 -0.06505 0.2 0.2 -0.1
H 2.95017 -2.04870 -1.42717 -0.3 0.5 0.6
H 3.15401 -2.67494 2.75457 0.0 0.2 -0.2
H 1.95012 -2.70526 0.75191 0.5 0.0 -0.2
H -2.26322 -2.94803 -6.32805 0.0 0.0 0.4
H 2.27789 1.14362 -1.73977 -0.3 -0.3 0.1
H -1.99734 -4.31800 2.63476 0.3 0.0 -0.1
H 0.26902 -0.04264 4.80221 0.1 0.3 -0.1
H -1.81397 -4.78865 -4.71013 0.1 0.3 0.1
H 2.75304 0.56681 2.81100 0.2 0.2 -0.4
H -1.86561 -2.33928 1.17779 0.3 -0.3 0.0
H -0.11119 -0.21421 2.37878 0.3 0.1 0.1
H 5.45071 1.08024 -0.03325 -0.3 -0.3 0.0
H -1.41307 -0.04160 -3.26254 0.1 -0.3 -0.1
H -2.19335 -0.57955 -5.56070 0.1 -0.2 0.2
H 4.59674 -2.95233 1.80575 -0.3 0.2 -0.1
H 4.13817 1.17754 -1.16940 0.0 -0.1 0.3
H 1.11727 -4.32731 -1.23245 0.1 0.1 0.3
H 1.54531 -1.00427 -2.71213 0.1 0.2 0.3
H 4.96181 -0.92637 -1.64462 0.0 0.0 0.4
H 1.27494 -6.11782 0.47744 -0.3 0.1 -0.1
H -3.51532 -0.18673 -1.03276 0.1 -0.3 0.1
H 0.26890 6.76991 -1.93049 0.1 -0.1 0.1
H 2.68887 3.26386 -1.32700 -0.2 0.1 0.2
H -0.34551 -6.16953 2.38774 0.1 0.3 -0.3
H 2.46312 5.61530 -2.07114 -0.2 -0.1 0.1
H -2.86083 -1.84822 -0.84865 -0.2 0.3 0.2
H 1.41745 1.96261 5.75384 0.0 0.1 -0.3
H 4.45140 -0.89314 3.47573 -0.1 0.1 -0.3

---

72
Properties=species:S:1:pos:R:3:forces:R:3 method="wB97M-V/def2-TZVPD" mol_weight_g_mol=861.75 homo_energy_ev=-14.2 e_lumo_ev=-8.145 total_energy_ha=-3431.1820 total_charge=+2 relative_energy_kcal_mol=16.7
Pt 0.75936 -0.02628 -0.12543 -0.3 -0.4 -0.1
S 2.94365 0.57706 -0.10406 0.2 0.5 -0.3
S 4.40733 -3.21802 -1.06288 0.0 0.2 -0.1
P -0.82788 -0.70824 1.38966 -0.2 0.0 0.0
P -0.92675 1.50621 -0.07194 -0.1 0.1 0.3
F 0.30206 -0.57173 -2.74910 -0.1 0.0 0.1
F 0.27094 -2.29619 -1.43348 0.1 0.1 0.0
F -1.51243 -1.11598 -1.72608 0.0 0.0 0.1
O 3.40265 -4.22497 -1.14916 -0.1 -0.1 0.0
O 5.71939 -3.49440 -0.59654 0.0 0.0 0.0
N 3.75681 -1.95670 -0.10344 -0.1 -0.2 0.1
N -1.76632 0.68170 1.12547 0.2 -0.2 -0.2
C -0.92672 -1.45063 4.00441 0.0 0.1 0.0
C 3.93005 -0.98815 -2.26361 0.1 -0.1 0.0
C -0.16358 -0.78172 3.03829 0.0 -0.1 -0.1
C 4.86463 -2.59638 -3.81228 0.0 0.0 0.0
C -3.95595 1.49015 -2.73951 0.0 0.0 0.0
C -0.27421 3.05637 0.50407 0.0 0.0 -0.1
C 3.57971 -0.93389 -0.82883 -0.2 0.1 0.1
C 1.47265 -0.21692 4.70632 0.0 0.0 0.0
C -0.49293 -1.47547 5.31858 0.0 0.0 0.0
C 0.82569 3.10403 1.36683 0.0 0.0 0.1
C -2.12559 2.74743 -3.69625 0.0 0.0 0.0
C -1.09969 -3.40183 1.25311 0.0 0.0 0.0
C -0.92981 4.23932 0.14003 0.0 0.0 0.0
C -1.75646 -2.17929 1.07344 0.0 0.0 0.1
C -3.20212 1.24253 -1.60735 0.0 0.1 0.0
C 1.27096 4.31903 1.84923 0.0 0.0 0.0
C -1.78087 -4.57911 1.00459 0.0 0.0 0.0
C -2.76864 1.26488 2.03424 0.0 0.0 0.0
C -3.10946 -4.53780 0.59688 0.0 0.0 0.0
C 4.75974 -1.62819 -4.80912 0.0 0.0 0.0
C -3.76449 -3.32281 0.43051 0.0 0.0 0.0
C 1.04432 -0.17603 3.39214 0.0 0.0 0.0
C 4.24505 -0.36622 -4.53449 0.0 0.0 0.0
C 3.82119 -0.02824 -3.25368 0.0 0.0 0.0
C -0.48086 5.45107 0.63802 0.0 0.0 0.0
C 0.70210 -0.86070 5.66719 0.0 0.0 0.0
C -0.19932 -1.06588 -1.62106 0.2 0.0 -0.1
C -3.08723 -2.13799 0.65600 0.0 0.0 0.0
C -1.91630 1.77900 -1.50874 0.1 -0.1 0.0
C 4.44157 -2.24580 -2.55200 -0.1 0.0 0.1
C 0.62054 5.49212 1.48153 0.0 0.0 0.0
C -3.41642 2.23656 -3.78105 0.0 0.0 0.0
C -1.37084 2.52568 -2.56012 0.1 0.0 0.0
H -3.59117 -1.19167 0.51322 0.0 0.0 0.0
H 0.97577 6.44264 1.85589 0.0 0.0 0.0
H -3.43849 0.48048 2.38266 0.0 0.0 0.0
H -3.60869 0.64183 -0.80557 0.0 0.0 0.0
H 2.41474 0.23683 4.98075 0.0 0.0 0.0
H 5.08625 -1.86232 -5.81315 0.0 0.0 0.0
H 4.18105 0.36457 -5.32901 0.0 0.0 0.0
H -4.96097 1.09952 -2.81538 0.0 0.0 0.0
H -0.99144 6.36358 0.36350 0.0 0.0 0.0
H 2.12654 4.35556 2.50904 0.0 0.0 0.0
H 5.26590 -3.57845 -4.02177 0.0 0.0 0.0
H 3.43081 0.95817 -3.03827 0.0 0.0 0.0
H -0.06702 -3.43555 1.58209 0.0 0.0 0.0
H -4.00664 2.41917 -4.66885 0.0 0.0 0.0
H -1.08161 -1.98544 6.06842 0.0 0.0 0.0
H -4.80176 -3.30291 0.12611 0.0 0.0 0.0
H -2.28776 1.74133 2.88787 0.0 0.0 0.0
H -1.27886 -5.52803 1.13164 0.0 0.0 0.0
H -1.71162 3.31746 -4.51601 0.0 0.0 0.0
H 1.04413 -0.89665 6.69277 0.0 0.0 0.0
H -3.35509 2.00347 1.48939 0.0 0.0 0.0
H -1.79011 4.21900 -0.51467 0.0 0.0 0.0
H -0.36800 2.93058 -2.48959 0.0 0.0 0.0
H -3.63931 -5.46136 0.40634 0.0 0.0 0.0
H -1.85027 -1.94635 3.73376 0.0 0.0 0.0
H 1.67463 0.28474 2.64343 0.0 0.0 0.0
H 1.34345 2.20227 1.66503 0.0 0.0 0.0

---

31
Properties=species:S:1:pos:R:3:forces:R:3 method="wB97M-V/def2-TZVPD" mol_weight_g_mol=204.27 homo_energy_ev=-8.4 e_lumo_ev=0.807 total_energy_ha=-651.5352 smiles=CCc1cccc(C)c1.Oc1cc[nH]n1 relative_energy_kcal_mol=68.0
O 3.74144 0.18710 -1.72868 -0.8 -1.1 -2.5
N 1.75705 -1.07380 0.74774 1.9 0.7 -1.8
N 2.15373 -1.03012 -0.56132 0.5 0.3 0.5
C -2.44457 -1.68469 -0.70680 2.1 -2.1 -2.8
C 0.39482 1.64346 -0.51247 0.1 -1.7 -1.7
C 3.09134 -0.09559 -0.59960 -0.5 -0.6 0.6
C -0.58715 -0.22846 -1.77891 -1.0 -0.7 1.1
C 0.26492 0.79957 -1.67435 1.8 3.0 -1.7
C -0.40598 1.32535 0.56136 0.1 0.6 -0.9
C -3.66516 -1.57611 0.14002 -2.0 -0.2 -1.6
C 3.31592 0.49171 0.65778 0.8 0.8 2.1
C -1.32451 0.24321 0.43248 2.2 1.5 -0.8
C 2.49437 -0.22988 1.50920 -0.6 -0.4 -3.2
C -1.39643 -0.56994 -0.67653 -1.1 0.0 0.2
C -0.26366 2.14236 1.81893 1.5 1.5 0.2
H 0.77478 1.04256 -2.70968 -0.5 -0.2 2.5
H -1.93302 -2.69643 -0.52162 -0.4 1.3 0.4
H -3.43455 -1.27467 1.14778 -0.3 -0.4 0.4
H -4.30280 -2.47733 -0.02255 1.0 -0.1 1.1
H -0.58096 -0.72850 -2.71486 -0.4 -0.8 -0.5
H 0.17433 3.26507 1.68293 -1.3 -2.7 0.0
H 0.51089 1.63017 2.41484 -0.2 0.3 0.1
H 1.19523 2.38462 -0.49264 -0.5 0.0 0.1
H -2.63904 -1.90331 -1.82954 -0.4 0.8 1.6
H 3.96937 1.32946 1.07842 -0.9 -1.5 -1.3
H 2.26067 -0.20252 2.49231 -0.2 0.5 3.0
H -1.87506 0.16116 1.29479 -1.7 -0.9 1.7
H -4.43538 -0.92062 -0.30515 0.8 0.8 0.3
H 3.30770 -0.38789 -2.46311 1.1 1.4 1.8
H 1.04886 -1.73700 0.90345 -0.7 -0.5 0.9
H -1.16714 2.17108 2.41580 -0.2 0.1 0.1